(1)
This record from the Open Molecules 2025 dataset describes C47H58AsIrN5OSTe as an isolated structure. The level of theory is ωB97M-V/def2-TZVPD.

Positions of all 115 atoms, in Å:
Ir1 0.23956 -0.53163 1.52672
N1 -0.21802 -1.70534 3.22885
C1 -1.15630 -1.04300 4.14296
C2 -1.68334 -1.66592 5.23355
C3 -2.52208 -0.94840 6.11600
C4 -2.76568 0.37912 5.90253
C5 -2.20790 1.04142 4.78180
C6 -2.34404 2.43328 4.55298
C7 -1.70057 3.00094 3.49398
C8 -0.98708 2.17632 2.60638
N2 -0.90140 0.87492 2.73877
C9 -1.44082 0.30461 3.86528
H1 0.62272 -1.94871 3.74502
H2 -0.61949 -2.59070 2.93408
H3 -1.44301 -2.70435 5.44255
H4 -2.93814 -1.44891 6.98096
H5 -3.36705 0.94701 6.60283
H6 -2.92128 3.03665 5.24499
H7 -1.73518 4.06634 3.31314
H8 -0.46956 2.60992 1.76409
C10 3.24585 5.00790 -5.55352
C11 2.63440 3.98562 -4.63866
C12 2.93963 2.63316 -4.76004
C13 2.37461 1.66769 -3.93785
C14 2.78773 0.22823 -4.15908
C15 1.46789 2.10696 -2.95032
Te1 0.41997 0.57694 -1.98860
N3 0.82511 0.80995 0.01556
C16 1.73472 1.39715 0.79494
O1 1.74682 0.84320 1.96952
C17 2.68328 2.49192 0.53310
C18 2.92245 3.40299 1.56616
C19 3.81171 4.44707 1.37026
C20 4.48084 4.57460 0.15722
C21 4.26737 3.65456 -0.85950
C22 3.36539 2.61655 -0.67715
C23 -1.54574 1.18051 -2.52043
C24 -1.77896 0.85078 -3.86621
C25 -0.79642 0.16429 -4.79127
C26 -2.99683 1.22868 -4.42652
C27 -3.96897 1.89998 -3.70366
C28 -5.26607 2.32522 -4.33481
C29 -3.70721 2.17273 -2.36409
C30 -2.51645 1.82390 -1.74666
C31 -2.36163 2.11011 -0.28389
C32 1.15572 3.46759 -2.77879
C33 0.24576 3.97553 -1.69158
C34 1.75359 4.37740 -3.63112
H9 3.89501 4.54798 -6.29589
H10 3.83391 5.72890 -4.98281
H11 2.46902 5.56819 -6.07658
H12 3.64390 2.31890 -5.52288
H13 3.59204 0.18614 -4.89063
H14 1.97701 -0.38965 -4.55031
H15 3.16680 -0.24257 -3.25198
H16 2.41276 3.28870 2.51451
H17 3.99310 5.15812 2.16632
H18 5.18126 5.38858 0.01200
H19 4.80829 3.73874 -1.79405
H20 3.22707 1.89214 -1.46727
H21 -0.18191 -0.60570 -4.31785
H22 -0.12755 0.88842 -5.26430
H23 -1.33838 -0.35152 -5.58351
H24 -3.18161 0.98356 -5.46757
H25 -5.37867 1.91382 -5.33597
H26 -5.31413 3.41336 -4.40968
H27 -6.11626 2.00339 -3.73257
H28 -4.46215 2.68093 -1.77242
H29 -3.18701 2.72381 0.07420
H30 -1.43736 2.63629 -0.06661
H31 -2.36754 1.17413 0.28028
H32 0.25156 3.31158 -0.82928
H33 -0.78114 4.08432 -2.04611
H34 0.58554 4.95045 -1.34161
H35 1.53153 5.43241 -3.50264
C35 3.96209 -1.28541 2.95717
C36 3.14197 -2.44255 2.39405
As1 2.02659 -2.01439 0.86021
C37 3.28620 -1.26421 -0.40342
C38 4.41260 -2.21446 -0.79980
C39 1.55686 -3.75614 0.16717
C40 1.03365 -4.69411 1.24937
H36 4.61320 -1.65900 3.74780
H37 3.33448 -0.49904 3.37160
H38 4.60208 -0.83542 2.19640
H39 2.50761 -2.89337 3.15861
H40 3.78854 -3.24774 2.04012
H41 3.68541 -0.36186 0.06112
H42 2.70424 -0.95520 -1.26641
H43 4.94759 -2.59998 0.06919
H44 5.14242 -1.68311 -1.41158
H45 4.05307 -3.06028 -1.38341
H46 2.44074 -4.17769 -0.30848
H47 0.81838 -3.58656 -0.61804
H48 1.76048 -4.85013 2.04558
H49 0.81481 -5.67465 0.82564
H50 0.11201 -4.32079 1.70702
N4 -3.66039 -2.19648 2.00278
C41 -2.65858 -2.57187 1.22903
S1 -1.73327 -1.31565 0.41138
N5 -2.41313 -3.85467 1.03875
C42 -3.20592 -4.96596 1.51931
C43 -2.55553 -6.03358 2.11976
C44 -3.29494 -7.12089 2.56108
C45 -4.67535 -7.13582 2.40649
C46 -5.31345 -6.07320 1.78401
C47 -4.58150 -4.98537 1.32618
H51 -3.84241 -1.21242 2.10449
H52 -4.27705 -2.86445 2.44472
H53 -1.60584 -4.05885 0.47052
H54 -1.47823 -6.02230 2.23814
H55 -2.79132 -7.95866 3.02597
H56 -5.25058 -7.98341 2.75520
H57 -6.38480 -6.09606 1.62945
H58 -5.08373 -4.20251 0.76755

Results
E_HOMO = -15.55 eV
Orbital gap = 8.0 eV
Net charge = +3
2S+1 = 1



(2)
This record from the Open Molecules 2025 dataset describes one molecule with the formula C6H10N2O2 in a non-equilibrium geometry. The level of theory is ωB97M-V/def2-TZVPD.

Positions of all 20 atoms, in Å:
C1 -1.81336 -0.71076 2.69297
N1 -0.46903 -0.49775 2.20342
C2 -0.31879 0.07946 1.07037
N2 -1.33297 0.43475 0.21186
C3 1.03772 0.10642 0.46250
C4 1.20958 -0.08046 -0.85421
C5 2.52540 -0.09096 -1.57170
C6 -0.03867 -0.18952 -1.68904
O1 -0.39149 -1.19858 -2.24987
O2 -0.63865 1.12750 -2.24052
H1 -2.41342 -1.31553 1.98971
H2 -1.77989 -1.24814 3.64836
H3 -2.35330 0.23974 2.85648
H4 -2.19739 -0.08745 0.17751
H5 -1.40457 1.38858 -0.48745
H6 1.85899 0.45520 1.09030
H7 2.64606 -1.02595 -2.13901
H8 2.58685 0.73339 -2.29822
H9 3.35200 0.00967 -0.85914
H10 -0.06506 1.87038 -2.01431

Results
E_HOMO = -9.08 eV
Orbital gap = 9.6 eV
2S+1 = 1
Structure (SMILES) = C/N=C(N)/C=C(/C)C(=O)O



(3)
This record from the Open Molecules 2025 dataset describes one molecule with the formula C5H8N2S in a non-equilibrium geometry. The level of theory is ωB97M-V/def2-TZVPD.

Positions of all 16 atoms, in Å:
C1 1.80041 -0.08803 2.44647
C2 0.71463 0.34992 1.53265
N1 0.32018 -0.40329 0.62588
N2 -0.75175 0.13226 -0.10907
C3 -1.46092 -0.96276 -0.83723
C4 -0.49675 -0.12342 -1.55218
C5 -0.99856 0.95310 -2.44404
S1 -0.51897 1.29871 -3.95630
H1 2.61658 0.66389 2.49528
H2 1.40980 -0.26660 3.47613
H3 2.31529 -1.01818 2.06908
H4 0.18278 1.26220 1.73191
H5 -2.53580 -0.74511 -0.98256
H6 -1.17672 -2.01023 -0.59352
H7 0.49938 -0.48824 -1.83216
H8 -1.91957 1.44578 -2.07033

Results
E_HOMO = -8.77 eV
Orbital gap = 8.5 eV
2S+1 = 1
Structure (SMILES) = C/C=N/N1C[C@H]1C=S



(4)
This record from the Open Molecules 2025 dataset describes a 13-piece molecular cluster, C3H32O12S2 overall in a non-equilibrium geometry. The level of theory is ωB97M-V/def2-TZVPD.

Positions of all 49 atoms, in Å:
C1 -1.80250 -1.20253 0.60021
C2 -0.31985 -1.36360 0.28996
S1 0.66104 0.17166 0.17192
S2 1.93795 0.55310 1.75555
C3 3.51728 -0.13380 1.00320
H1 -2.42165 -0.82667 -0.31475
H2 -1.93150 -0.23604 1.25666
H3 -2.21955 -1.99519 1.12532
H4 0.09453 -1.87306 1.14162
H5 0.05016 -1.87276 -0.68719
H6 3.43664 -0.59186 -0.05562
H7 4.41186 0.58168 0.77315
H8 3.74492 -1.00625 1.72240
H9 0.24488 -0.70164 -3.31838
H10 0.38248 -2.01242 -3.94328
O1 0.65952 -1.50747 -3.12373
H11 -2.18330 2.57226 -3.04764
H12 -0.94528 2.44027 -3.91120
O2 -1.79742 2.04345 -3.86090
H13 -2.61888 2.72685 -0.41625
H14 -2.99106 1.31367 -0.29784
O3 -3.27107 2.07215 -0.74777
H15 2.43760 -3.05128 0.47497
H16 1.80196 -4.28457 1.22347
O4 1.98230 -3.42104 1.26134
H17 2.43140 -1.17100 -3.58309
H18 2.76280 -0.18726 -2.41442
O5 3.19087 -0.69445 -3.16576
H19 -2.09128 0.47885 -4.07135
H20 -2.71961 -0.75981 -3.30358
O6 -2.08412 -0.48578 -4.06874
H21 0.11953 3.21824 -0.97779
H22 -0.38201 4.38295 -0.01428
O7 -0.59888 3.81256 -0.76910
H23 -3.38963 2.26428 2.11046
H24 -2.91575 0.95400 2.52652
O8 -2.92726 1.51574 1.79824
H25 0.73326 -2.97590 3.38819
H26 -0.52197 -3.58845 2.98568
O9 -0.20576 -2.97258 3.63794
H27 2.96537 -3.03594 -1.70713
H28 2.28558 -1.77468 -1.77472
O10 2.67507 -2.39177 -1.10910
H29 -0.37097 3.20847 2.31615
H30 -1.57046 2.84573 1.34874
O11 -0.95694 3.56775 1.59917
H31 -3.02442 -0.82849 3.78999
H32 -1.42506 -0.69295 3.58380
O12 -2.18306 -0.15326 3.78238

Results
E_HOMO = -8.75 eV
Orbital gap = 8.8 eV
2S+1 = 1



(5)
This record from the Open Molecules 2025 dataset describes a 7-piece molecular cluster, C3H17N2O6 overall in a non-equilibrium geometry. The level of theory is ωB97M-V/def2-TZVPD.

Positions of all 28 atoms, in Å:
C1 -2.21407 1.55260 0.85645
C2 -1.66766 1.65598 2.09297
N1 -0.49922 0.95231 2.08337
C3 -0.35548 0.35061 0.91678
N2 -1.39933 0.67003 0.17490
H1 -3.16349 1.80416 0.44706
H2 -2.13789 2.18123 2.90466
H3 0.29770 0.95884 2.74754
H4 0.44393 -0.28686 0.60717
H5 -1.45447 0.34651 -0.78093
H6 -2.07636 -1.38408 -3.24835
H7 -2.31799 -0.07158 -3.75260
O1 -2.54286 -0.58297 -2.96511
H8 -1.35661 -1.69879 2.98279
H9 -0.98190 -2.70810 2.06787
O2 -0.72629 -1.78765 2.24880
H10 3.51299 -0.50379 -4.39821
H11 2.19816 -1.36266 -4.37856
O3 2.93947 -1.05064 -3.85367
H12 0.25846 -0.03420 -2.32033
H13 1.11372 -0.87807 -3.27323
O4 0.21574 -0.55046 -3.13011
H14 2.44547 0.84628 3.34718
H15 1.73515 1.14162 4.63532
O5 1.69082 1.34699 3.69096
H16 3.21826 -1.76787 -0.09399
H17 2.94301 -1.09186 -1.31179
O6 2.69592 -1.00134 -0.37386

Results
E_HOMO = -13.44 eV
Orbital gap = 11.0 eV
Net charge = +1
2S+1 = 1



(6)
This record from the Open Molecules 2025 dataset describes a 2-piece molecular cluster, C11H14N2O2 overall in a non-equilibrium geometry. The level of theory is ωB97M-V/def2-TZVPD.

Positions of all 29 atoms, in Å:
C1 -0.31390 -2.35241 -0.03106
C2 3.28263 0.39508 0.79860
C3 2.56726 0.51842 1.90441
C4 2.58622 -0.42483 -0.18450
C5 1.43715 -0.74387 0.47155
C6 -1.87312 -0.18884 1.10222
C7 -2.58657 0.42148 -1.20629
C8 -1.43174 1.23882 1.29528
C9 -2.00798 1.79815 -0.89304
C10 2.90684 -0.84637 -1.58502
C11 -1.14120 -1.48257 -0.79964
N1 -0.03545 -3.33776 0.53003
N2 -1.87258 -0.43970 -0.34407
O1 1.44408 -0.23001 1.77735
O2 -1.96915 2.12882 0.42848
H1 4.25683 0.95033 0.68304
H2 2.69352 0.93971 2.81307
H3 -1.25341 -0.97377 1.74671
H4 -2.88891 -0.31676 1.52424
H5 -3.73560 0.44984 -1.08336
H6 -2.39689 0.17974 -2.24739
H7 -1.74898 1.64135 2.31686
H8 -0.25989 1.19229 1.20304
H9 -0.89369 1.68263 -1.16330
H10 -2.45207 2.69524 -1.47793
H11 3.60535 -1.69575 -1.37573
H12 2.05754 -1.37631 -2.18779
H13 3.31505 0.04165 -2.18420
H14 -1.29136 -1.86456 -1.83155

Results
E_HOMO (spin up / spin down) = -8.54 / -6.89 eV
Orbital gap (spin up / spin down) = 8.4 / 5.8 eV
2S+1 = 1



(7)
This record from the Open Molecules 2025 dataset describes a 2-piece molecular cluster, C7H15NP overall in a non-equilibrium geometry. The level of theory is ωB97M-V/def2-TZVPD.

Positions of all 24 atoms, in Å:
C1 0.15708 0.84904 -1.71047
C2 -1.22118 2.30689 1.83953
C3 -0.38505 -2.49858 -1.71479
C4 2.20173 -0.42267 0.37954
C5 -1.30625 1.97934 0.35948
C6 -0.97340 -2.49346 -0.41606
C7 1.18739 0.64478 0.84777
N1 0.35818 1.07093 -2.82487
P1 -0.41178 0.41602 -0.03416
H1 -1.70552 3.17376 2.09844
H2 -1.47725 1.32331 2.41857
H3 -0.06872 2.32811 1.97936
H4 0.65952 -2.05622 -1.82277
H5 -0.33513 -3.51989 -2.13611
H6 -1.02901 -2.18673 -2.52499
H7 1.77930 -1.52013 0.59561
H8 2.37282 -0.24268 -0.67018
H9 3.16645 -0.42179 0.87047
H10 -0.70186 2.74192 -0.10221
H11 -2.31043 1.89295 -0.05029
H12 -0.42903 -2.76675 0.45209
H13 -1.98654 -2.79169 -0.34164
H14 1.58276 1.67481 0.63778
H15 0.87592 0.51873 1.86989

Results
E_HOMO (spin up / spin down) = -14.08 / -14.08 eV
Orbital gap (spin up / spin down) = 7.5 / 7.5 eV
Net charge = +1
2S+1 = 1



(8)
This record from the Open Molecules 2025 dataset describes one molecule with the formula C4H8O2 in a non-equilibrium geometry. The level of theory is ωB97M-V/def2-TZVPD.

Positions of all 14 atoms, in Å:
C1 -0.37085 0.48048 1.66112
C2 -0.56795 1.09034 0.20937
O1 -1.29649 2.02003 0.06196
C3 0.32033 0.54663 -0.88791
C4 0.53460 -0.90053 -0.75634
O2 -0.78643 -1.47135 -0.93086
H1 -1.15455 0.95013 2.24911
H2 0.75620 0.87113 1.89869
H3 -0.33706 -0.66654 1.80734
H4 -0.09027 0.84810 -1.90079
H5 1.33879 1.00958 -0.87991
H6 1.23795 -1.24316 -1.55166
H7 1.13120 -1.11722 0.10337
H8 -0.71546 -2.41762 -1.08350

Results
E_HOMO = -9.47 eV
Orbital gap = 10.1 eV
2S+1 = 1
Structure (SMILES) = CC(=O)CCO